[1]
Computed, not measured: 8 unconnected molecules or ions with the total composition C40H48F4N4 at a distorted geometry, with wB97M-V/def2-TZVPD.

The geometry in XYZ format:
```
96
Properties=species:S:1:pos:R:3:forces:R:3
F -7.635 5.591 -0.182 0.2619 0.1180 -0.3218
C -6.529 5.119 -0.813 -0.6404 0.5080 -0.5240
C -5.960 5.848 -1.857 -0.1617 0.6894 0.5413
C -4.785 5.402 -2.394 0.6648 -1.3033 0.3413
C -4.252 4.186 -1.916 0.4383 0.0867 -0.8746
C -4.870 3.400 -0.979 -0.6517 1.3376 0.3304
C -6.059 3.916 -0.407 1.0910 -1.4397 0.5777
H -6.346 6.817 -2.136 -0.2919 -0.0393 -0.0054
H -4.231 5.941 -3.148 -0.1761 0.1698 -0.0380
H -3.320 3.789 -2.289 0.1850 0.3090 -0.3237
H -4.306 2.532 -0.670 -0.6141 -0.2934 0.3300
H -6.553 3.431 0.422 -0.0910 -0.1506 -0.0226
F 0.894 -6.747 0.478 -0.0895 -1.0172 -0.1259
C 0.249 -7.953 0.356 -2.1888 1.2029 0.8621
C 0.861 -9.079 -0.090 2.2591 0.4948 -0.4661
C 0.201 -10.255 -0.211 -2.1206 -0.7956 0.4688
C -1.184 -10.297 0.083 0.7063 -0.8398 -0.5032
C -1.853 -9.173 0.504 1.0277 1.3950 0.5773
C -1.108 -7.995 0.713 0.5003 -0.1744 -0.4593
H 1.909 -9.056 -0.349 0.1767 0.1845 0.0305
H 0.743 -11.148 -0.484 -0.1191 -0.0339 -0.1509
H -1.710 -11.233 -0.030 -0.0757 -0.0669 -0.0287
H -2.901 -9.107 0.756 -0.0790 -0.4775 -0.0907
H -1.580 -7.123 1.142 0.0080 0.1485 -0.1277
F 5.299 -5.189 -4.698 0.1108 0.1657 -0.3795
C 4.007 -4.957 -4.935 -2.5484 -0.2280 -1.2474
C 3.462 -4.584 -6.204 2.0216 0.3621 1.1350
C 2.120 -4.349 -6.366 -0.5084 -0.3215 0.9338
C 1.232 -4.530 -5.299 0.8899 -0.0219 0.1470
C 1.764 -4.861 -4.020 -1.9694 -0.1746 -2.4176
C 3.086 -5.184 -3.912 1.4554 0.9167 0.9923
H 4.075 -4.298 -7.047 0.5193 -0.3728 0.0814
H 1.808 -4.002 -7.341 -0.3451 -0.1237 -0.0085
H 0.185 -4.441 -5.549 -0.2018 0.1944 0.5880
H 1.075 -4.986 -3.198 0.1402 -0.0262 0.1851
H 3.429 -5.392 -2.909 0.4020 -0.3571 -0.0104
F -5.301 1.710 7.027 0.5303 -0.9518 -1.4910
C -4.827 1.067 5.889 0.2730 -0.0696 0.3390
C -3.654 1.506 5.293 -0.1189 0.8121 1.1390
C -3.172 0.954 4.136 -0.7242 -0.7663 -0.1538
C -3.871 -0.131 3.534 0.7406 0.7068 -0.1115
C -5.006 -0.625 4.132 -0.2321 1.0989 1.5967
C -5.446 -0.024 5.343 -1.2071 -0.2655 -0.5838
H -3.137 2.299 5.811 0.1873 0.2169 -0.1923
H -2.274 1.422 3.761 0.0879 -0.4202 -0.4623
H -3.526 -0.536 2.593 0.0875 -0.0655 -0.0474
H -5.657 -1.403 3.761 0.3804 -0.1424 -0.3693
H -6.404 -0.341 5.728 0.0156 -0.1494 0.3200
C -3.181 0.686 -6.530 0.6405 -0.1083 0.6905
C -1.829 0.082 -6.037 -0.3505 0.0308 -0.7809
C -0.792 -0.104 -7.174 -0.3336 -0.2942 0.2213
C -1.145 -1.097 -8.190 -0.8292 -2.3261 -2.5740
N -1.360 -1.890 -9.035 0.5496 2.2994 2.5552
H -3.868 0.836 -5.698 0.0869 -0.0724 0.1525
H -3.717 0.061 -7.245 0.3188 -0.0457 -0.1422
H -3.006 1.678 -6.947 -0.0064 -0.0611 -0.2424
H -1.962 -0.878 -5.539 -0.2012 -0.0556 -0.0718
H -1.347 0.725 -5.301 -0.1801 0.2002 -0.0065
H 0.139 -0.484 -6.752 0.1878 0.3209 0.0721
H -0.614 0.830 -7.708 0.1419 0.0956 0.1507
C 0.869 5.099 1.465 -0.8674 0.5989 0.1629
C -0.206 5.726 2.395 -0.1561 0.0440 -1.7691
C 0.065 5.647 3.845 0.6751 0.0622 0.9831
C 1.385 6.222 4.100 2.7500 0.8968 1.5254
N 2.430 6.659 4.399 -2.4250 -0.9627 -0.9286
H 0.442 5.175 0.464 0.1804 -0.3408 -0.1479
H 1.084 4.060 1.716 0.0005 0.0103 -0.0351
H 1.790 5.681 1.443 0.0279 -0.0861 0.2713
H -1.181 5.288 2.180 -0.0230 -0.1609 0.0038
H -0.308 6.781 2.144 0.0235 0.0809 -0.1955
H 0.061 4.619 4.209 0.0169 -0.0298 0.1087
H -0.639 6.241 4.427 -0.1779 -0.1556 0.0249
C 0.444 -0.286 0.065 0.0691 0.6240 0.4939
C 0.939 -1.278 1.090 1.3695 -1.2819 0.3814
C 2.365 -1.029 1.734 -1.4230 0.3245 0.7330
C 2.347 0.095 2.726 0.3822 -0.0401 -0.8809
N 2.371 0.981 3.462 -0.1622 -0.3767 -0.2158
H -0.005 -0.768 -0.803 -0.0673 0.0493 0.1466
H 1.275 0.333 -0.273 -0.0734 0.0867 -0.1738
H -0.278 0.363 0.561 -0.0891 0.2212 -0.3887
H 1.043 -2.250 0.608 0.1100 -0.1233 -0.0676
H 0.243 -1.483 1.903 -0.1233 0.3493 0.0019
H 3.147 -0.919 0.983 -0.0837 0.3302 0.0881
H 2.609 -1.905 2.335 0.0682 -0.1424 -0.1293
C 8.400 3.209 5.592 -0.9714 0.1846 -0.3748
C 7.110 3.809 4.936 0.5759 0.8147 1.3666
C 6.965 3.799 3.425 0.0046 -0.9421 -0.1050
C 7.980 4.497 2.641 -2.4106 -1.7850 2.2525
N 8.717 5.089 2.040 2.5530 1.8894 -2.0327
H 9.343 3.687 5.328 -0.1184 -0.1638 -0.6256
H 8.374 2.138 5.391 0.5779 -0.0317 -0.0319
H 8.371 3.341 6.674 -0.4046 -0.0786 0.0495
H 6.977 4.820 5.321 0.0765 0.2055 -0.1435
H 6.256 3.273 5.350 -0.0272 -0.1733 -0.1329
H 5.994 4.171 3.097 -0.0507 0.1591 0.2414
H 6.962 2.743 3.157 0.1624 -0.0698 -0.4604
```
Forces are in eV/Å.

## Properties
SMILES string: Fc1ccccc1.Fc1ccccc1.Fc1ccccc1.Fc1ccccc1.CCCC#N.CCCC#N.CCCC#N.CCCC#N
Largest force on an atom, eV Å⁻¹: 3.77
Electronic energy, Ha: -2171.363373
ΔE to the lowest compared entry with this formula, charge and spin, kcal/mol: 50.1
Total charge: 0

=====

[2]
Computed, not measured: a molecular structure, C40H48N5O9PS2SbTi at a distorted geometry, with wB97M-V/def2-TZVPD.

The geometry in XYZ format:
```
107
Properties=species:S:1:pos:R:3:forces:R:3
Ti -1.162 -1.407 -1.065 1.5734 0.8990 -2.1332
O -0.313 0.152 -7.021 -0.0113 0.0457 -0.0082
C -0.579 -0.297 -5.770 -0.0133 -0.0059 -0.0521
C 0.059 -1.409 -5.231 0.1052 0.0544 -0.3189
C -0.271 -1.780 -3.951 -0.1998 -0.0329 0.1960
N -1.138 -1.090 -3.226 0.0726 0.2849 -0.1731
C -1.801 -0.065 -3.765 0.0242 -0.2512 0.3020
C -1.558 0.372 -5.039 0.0316 0.1485 -0.2465
C -2.837 0.490 -2.814 -0.1672 -0.3768 0.3724
O -3.362 1.578 -3.034 -0.0612 -0.0829 0.0292
O -3.019 -0.296 -1.810 0.0933 0.6255 -0.2864
C 0.163 -3.053 -3.257 -0.0850 -0.0695 0.2342
O 0.916 -3.825 -3.845 0.0181 -0.0030 0.1086
O -0.384 -3.172 -2.111 -0.0849 -0.1668 -0.2170
H 0.387 -0.386 -7.404 0.0423 -0.0504 -0.0429
H 0.776 -2.002 -5.787 -0.0294 -0.0117 0.0118
H -2.099 1.214 -5.449 0.0167 -0.0513 0.0423
O -3.946 -1.861 1.377 -0.0810 -0.0179 -0.1408
S -2.570 -2.009 0.987 -0.3338 -0.2296 1.0896
O -1.725 -2.671 1.950 -0.1851 0.0104 -0.0599
O -1.959 -0.638 0.626 -0.3730 -0.3743 0.2852
O -2.421 -2.670 -0.387 -0.1992 -0.4756 0.6325
S -0.475 1.167 -1.193 -0.5222 0.1245 0.4832
Sb -2.321 2.048 -0.085 0.5951 0.6698 -0.0443
C -4.437 2.008 -0.071 0.0818 -0.2030 -0.2869
C -5.125 0.823 0.141 -0.0826 -0.0054 -0.0652
C -6.511 0.856 0.229 -0.0081 0.0224 0.0293
C -7.199 2.056 0.104 0.0536 0.0225 -0.0033
C -6.497 3.237 -0.096 -0.0299 -0.0333 0.0214
C -5.110 3.218 -0.180 -0.0837 -0.0843 0.1699
C -1.763 4.055 -0.652 -0.1160 0.0572 -0.0158
C -2.509 4.904 -1.470 0.0896 -0.1311 -0.0389
C -2.003 6.142 -1.860 0.0030 -0.0455 0.0135
C -0.747 6.547 -1.439 0.0692 -0.0477 0.0551
C 0.029 5.689 -0.664 -0.0743 0.0099 -0.0304
C -0.468 4.447 -0.292 -0.1788 0.0807 -0.1194
C -2.125 2.212 2.045 0.1021 -0.1486 0.0518
C -1.587 3.348 2.649 -0.0629 -0.1701 0.0377
C -1.539 3.449 4.036 -0.0220 -0.0295 -0.0132
C -2.039 2.426 4.830 -0.0006 0.0048 -0.0476
C -2.596 1.302 4.233 -0.0181 0.0878 -0.0307
C -2.640 1.191 2.849 0.0232 0.0801 0.0214
H -4.608 -0.121 0.239 -0.0098 0.0294 -0.0637
H -7.048 -0.072 0.393 0.0187 0.0458 0.0051
H -8.281 2.074 0.170 0.0435 -0.0085 -0.0161
H -7.024 4.181 -0.186 0.0082 -0.0343 0.0065
H -4.575 4.146 -0.307 -0.0345 0.0102 0.0503
H -3.467 4.582 -1.859 0.0664 0.0508 0.0077
H -2.590 6.781 -2.510 0.0010 -0.0314 0.0429
H -0.360 7.518 -1.730 -0.0152 -0.0653 0.0040
H 1.028 5.982 -0.362 -0.0347 -0.0219 -0.0211
H 0.170 3.760 0.251 0.0167 0.0182 0.0711
H -1.210 4.164 2.050 0.0080 0.0300 0.0006
H -1.112 4.335 4.494 -0.0172 -0.0324 -0.0223
H -1.999 2.506 5.910 -0.0025 -0.0026 -0.0466
H -2.998 0.501 4.844 0.0268 0.0244 -0.0338
H -3.066 0.299 2.407 -0.0365 0.1331 0.0606
N 0.512 -1.427 -0.408 -0.4384 -0.2550 0.1196
P 1.859 -1.535 0.340 0.7349 0.1551 -0.0470
N 2.954 -0.444 -0.278 0.0267 0.1922 -0.1913
C 4.180 -0.153 0.473 -0.1576 0.1047 -0.1537
C 5.160 0.611 -0.406 -0.0520 0.0507 -0.0489
C 4.561 1.945 -0.875 -0.0708 -0.0921 0.0169
C 3.071 1.785 -1.259 0.0883 0.0311 0.0528
C 2.740 0.322 -1.502 0.2181 -0.0305 0.0997
N 1.779 -1.297 1.966 -0.3038 -0.0943 0.3588
C 2.744 -1.728 2.971 -0.1039 0.0831 0.0131
C 2.074 -2.575 4.077 -0.0746 0.0633 -0.0730
C 0.554 -2.412 4.029 0.0718 0.1802 -0.0753
C 0.175 -0.943 3.834 0.0375 -0.1577 -0.1105
C 0.757 -0.388 2.509 0.1384 -0.1760 0.1777
N 2.689 -2.983 0.204 -0.3043 -0.3827 -0.1040
C 2.148 -4.121 1.000 0.0119 -0.0075 -0.2230
C 2.302 -5.447 0.263 0.0265 0.0522 -0.0822
C 3.713 -5.569 -0.307 -0.0354 0.0659 -0.0748
C 3.998 -4.424 -1.309 -0.0118 -0.0644 0.1042
C 2.922 -3.354 -1.218 0.2227 0.0866 0.2914
H 4.630 -1.084 0.818 0.0146 -0.0724 0.0167
H 3.953 0.454 1.361 -0.0187 -0.0320 0.0329
H 5.415 -0.009 -1.271 0.0091 0.0108 0.0482
H 6.085 0.777 0.149 0.0285 0.0118 -0.0055
H 5.136 2.318 -1.726 0.0097 0.0144 0.0144
H 4.662 2.685 -0.076 -0.0017 0.0049 -0.0320
H 2.824 2.374 -2.146 0.0095 -0.0004 0.0451
H 2.422 2.135 -0.451 0.0240 -0.0005 -0.0586
H 3.357 -0.065 -2.326 0.0011 -0.0364 -0.0079
H 1.708 0.203 -1.801 -0.1563 -0.0720 -0.0473
H 3.178 -0.828 3.425 0.0530 0.0489 -0.0043
H 3.560 -2.265 2.493 0.0048 -0.0324 -0.0435
H 2.457 -2.250 5.049 0.0129 -0.0098 0.0095
H 2.333 -3.630 3.967 0.0234 0.0102 0.0224
H 0.098 -2.808 4.938 0.0039 0.0066 0.0039
H 0.144 -2.972 3.191 -0.0059 -0.0318 0.0521
H 0.542 -0.350 4.679 -0.0374 -0.0108 -0.0079
H -0.913 -0.854 3.808 0.1317 0.0277 0.0267
H 1.205 0.598 2.689 0.0378 0.0554 -0.0350
H -0.023 -0.268 1.765 -0.0600 -0.0292 -0.0598
H 1.100 -3.958 1.266 -0.0452 0.0343 -0.0397
H 2.718 -4.196 1.927 0.0304 0.0574 0.0631
H 1.561 -5.536 -0.535 0.0079 0.0237 0.0496
H 2.107 -6.249 0.977 -0.0341 -0.0510 -0.0074
H 3.842 -6.537 -0.793 0.0371 -0.0431 0.0246
H 4.426 -5.528 0.522 0.0244 -0.0008 -0.0033
H 4.006 -4.801 -2.334 0.0087 -0.0012 0.0140
H 4.977 -3.981 -1.111 -0.0047 -0.0279 -0.0018
H 2.008 -3.708 -1.684 -0.1524 -0.0045 -0.0043
H 3.233 -2.465 -1.765 0.0090 0.0699 0.0269
```
Forces are in eV/Å.

## Properties
Largest force on an atom, eV Å⁻¹: 2.80
Electronic energy, Ha: -4731.780135
ΔE to the lowest compared entry with this formula, charge and spin, kcal/mol: 43.3
Total charge: -1